22
Properties=species:S:1:pos:R:3:forces:R:3:mulliken_charge:R:1 method="wB97M-V/def2-TZVPD" fmax_ev_per_a=4.81 multiplicity=1 total_charge=0 homo_energy_ev=-9.08 e_above_lowest_kcal_mol=0.00 energy_ha=-769.153225
C -1.63851 -0.02804 -0.01131 0.6935 -1.0336 0.1337 0.229
C -0.91911 1.00132 0.78758 -1.8118 1.5675 -0.0187 0.252
C -1.92718 2.26242 0.44384 2.3989 0.3972 1.0726 -0.574
C 1.22373 1.25716 -0.54727 3.2915 1.0691 2.7408 -0.801
C 1.22862 -0.88092 -1.33110 0.3404 1.2664 0.0836 -0.784
C 0.63947 0.88746 0.85243 -0.2288 1.1890 -1.7720 0.201
C 0.64274 -1.38069 0.02399 -2.3137 1.0035 -2.6010 -0.295
C -0.94880 -1.54640 0.00627 0.8658 2.6596 -1.0898 0.860
N -2.70990 0.43467 -0.54041 0.2546 -4.6000 -1.3770 -0.678
N 0.98342 -0.48801 1.10056 0.4911 -0.3743 0.5906 -0.531
O -2.87837 1.76340 -0.25323 0.8491 1.0772 0.9369 -0.011
O 0.85347 0.49038 -1.54802 -2.2332 -2.9049 -2.8296 -0.428
F -1.29983 -2.08553 1.14542 -0.6433 -0.4995 2.8769 -0.290
F -1.34644 -2.44545 -0.87612 -0.3572 0.0619 -1.7497 -0.321
H -1.24606 0.96773 1.85258 -0.1052 -0.3361 -0.2650 0.267
H 0.93660 2.23615 -0.75599 -0.6179 1.8328 -0.3615 0.523
H 2.38909 1.26745 -0.59804 -1.3949 0.0644 1.0438 0.340
H 2.26347 -0.76726 -0.97059 0.4907 -0.6641 -0.9593 0.429
H 1.10679 -1.39248 -2.36478 0.0042 0.3454 2.3583 0.278
H 1.06501 1.63442 1.56205 -0.3274 -0.9340 -0.1859 0.365
H 1.12216 -2.31034 0.15290 0.0789 -1.4575 0.5988 0.602
H 0.45962 -0.87746 1.86925 0.2749 0.2697 0.7732 0.369


54
Properties=species:S:1:pos:R:3:forces:R:3:mulliken_charge:R:1 method="wB97M-V/def2-TZVPD" fmax_ev_per_a=0.56 multiplicity=1 total_charge=0 homo_energy_ev=-8.01 smiles="CCCN1CCC(=O)N([C@H](CSc2ccc(Br)cc2)c2ccccc2)CC1" e_above_lowest_kcal_mol=4.63 energy_ha=-4011.487122
C -2.77993 2.67655 -3.59357 0.0510 0.1055 0.2068 -1.318
C -1.66293 3.12123 -2.65529 -0.0422 -0.0276 -0.3061 -0.020
H -1.86590 4.14635 -2.34251 0.0169 -0.0109 0.0867 0.462
C -0.26440 3.05716 -3.29316 -0.0787 0.0867 0.1720 -0.821
N 0.55732 2.01015 -2.70677 0.0559 0.0913 -0.1736 0.484
C 0.10533 0.68540 -3.07812 0.0072 -0.0435 0.1442 -0.678
H -0.95607 0.61653 -2.83629 -0.0533 -0.0337 -0.0558 0.350
C 0.87337 -0.37584 -2.27727 0.0252 0.1511 -0.2716 -1.475
N 1.10531 0.08274 -0.92709 -0.0275 -0.3704 0.0241 0.601
C 2.04803 1.02200 -0.67735 0.3373 -0.0647 -0.3845 1.081
O 2.28160 1.45153 0.43676 0.1035 0.2641 0.3517 -0.657
C 2.85202 1.48637 -1.88140 0.0491 0.0788 0.0434 -1.152
H 3.59820 2.18362 -1.49961 -0.0617 -0.1311 0.0186 0.417
H 3.38754 0.63535 -2.30584 0.0145 0.0121 0.0129 0.279
C 1.97981 2.18973 -2.94401 0.0442 0.0043 -0.1178 -0.861
H 2.18328 3.26059 -2.89396 -0.0184 -0.0794 -0.0478 0.446
H 2.26650 1.84506 -3.95365 0.0020 0.0909 0.0403 0.282
C 0.10230 -0.29832 0.06944 0.1298 0.1613 0.2571 -0.694
C 0.56733 -1.46320 0.91537 -0.1081 -0.1942 -0.1808 0.367
C 1.75187 -1.39428 1.63873 0.0860 -0.0333 -0.0532 -0.240
C 2.14539 -2.45513 2.43437 0.0692 0.0191 -0.0372 -0.937
C 1.36111 -3.59293 2.52148 0.0124 -0.1055 0.0241 -0.463
C 0.18471 -3.67104 1.79717 0.0116 -0.1193 0.0332 -0.871
C -0.20559 -2.61440 0.99383 0.1072 0.0900 -0.0764 0.064
H -1.12868 -2.68097 0.43413 -0.1044 0.0383 -0.0471 0.348
H -0.43198 -4.55575 1.85783 -0.0566 -0.0792 0.0256 0.406
H 1.66366 -4.41537 3.15258 0.0210 -0.0742 0.0618 0.453
H 3.06648 -2.39028 2.99463 0.0902 0.0085 0.0559 0.415
H 2.35787 -0.50362 1.58205 0.0596 0.1139 -0.0044 0.448
C -0.33448 0.89733 0.92318 -0.4535 -0.2706 0.1846 -0.857
H 0.38240 1.13534 1.70231 -0.0411 0.0530 -0.1392 0.380
H -0.46377 1.77389 0.28761 0.0268 0.0456 0.0587 0.456
S -1.97852 0.60458 1.65183 -0.0175 0.2155 -0.0545 -0.307
C -1.65494 -0.59477 2.91455 -0.1149 0.1576 -0.0506 0.359
C -0.53012 -0.53643 3.72574 -0.1862 -0.0282 0.0523 -0.353
C -0.30468 -1.52344 4.66471 -0.0428 -0.1184 0.1051 -0.519
C -1.22138 -2.55069 4.80373 -0.0539 -0.1076 0.1136 0.010
C -2.37670 -2.59068 4.04213 0.0519 -0.0865 0.2210 -0.471
C -2.58954 -1.60830 3.09589 0.1168 0.2070 0.0047 -0.484
H -3.47597 -1.62735 2.48108 -0.0835 -0.0621 -0.1121 0.426
H -3.09167 -3.38788 4.17556 -0.0394 -0.0674 0.0199 0.434
Br -0.87782 -3.94082 6.05503 -0.0175 0.0907 -0.0899 -0.172
H 0.57922 -1.49326 5.28272 0.0715 -0.0320 0.0409 0.442
H 0.18175 0.26760 3.62823 0.0653 0.0637 -0.0426 0.419
H -0.78298 -0.61587 -0.49445 0.1407 0.0515 0.0643 0.556
H 1.82802 -0.59991 -2.75601 -0.1015 -0.0557 -0.0012 0.423
H 0.30458 -1.30713 -2.24199 0.1083 0.0402 -0.0125 0.442
H 0.22770 0.48960 -4.16007 -0.0634 0.0263 0.0681 0.387
H 0.24993 4.00347 -3.11592 0.0171 -0.0501 -0.0773 0.370
H -0.35795 2.93002 -4.38593 0.0234 0.0646 0.0030 0.490
H -1.66517 2.50637 -1.75416 0.0441 0.0301 0.0707 -0.180
H -2.62721 1.65767 -3.94221 -0.0076 -0.1105 -0.0756 0.282
H -3.73907 2.72249 -3.08289 -0.1390 -0.0243 -0.0388 0.400
H -2.82521 3.32894 -4.46312 -0.0475 0.0185 -0.1146 0.350